(1)
14
Properties=species:S:1:pos:R:3 method="wB97M-V/def2-TZVPD" charge=+1 lumo_energy_ev="-4.96 / -4.96"
N -0.065 1.270 0.048
N -1.954 0.031 -0.214
C 2.081 -0.064 -0.314
C 1.261 1.057 0.147
C -1.115 0.760 -0.688
C -2.940 -0.713 0.019
C 1.752 -1.321 0.080
H 2.833 0.290 -0.889
H -0.356 2.200 0.317
H 1.775 1.911 0.729
H 2.522 -2.047 -0.255
H 0.884 -1.322 0.775
H -2.890 -1.793 -0.307
H -3.788 -0.258 0.552



(2)
14
Properties=species:S:1:pos:R:3 method="wB97M-V/def2-TZVPD" charge=+1 smiles="CC1=CN=[N+]=C1C" lumo_energy_ev="-8.20 / -8.07"
N 2.820 0.394 -0.364
N 2.467 -0.769 -0.112
C 1.092 -0.746 0.107
C 2.034 1.383 -0.142
C -0.629 1.166 0.159
C 0.796 0.715 0.068
C 0.111 -1.836 0.262
H -0.941 -1.725 -0.117
H 0.064 -1.987 1.339
H -0.834 2.285 -0.166
H 0.657 -2.786 -0.113
H 2.423 2.421 -0.334
H -0.746 0.948 1.314
H -1.330 0.513 -0.295



(3)
14
Properties=species:S:1:pos:R:3 method="wB97M-V/def2-TZVPD" charge=+1 lumo_energy_ev=-5.00
N -0.353 1.493 -0.492
N 1.973 1.848 0.289
C -1.542 1.013 -0.453
C -2.196 0.426 0.748
C 2.013 0.556 -0.006
C 0.836 1.254 -0.156
C 2.737 -0.641 -0.030
H 2.173 -1.574 -0.192
H -2.237 1.523 -1.190
H -1.528 -0.311 1.282
H 3.343 -0.473 -0.913
H -2.452 1.354 1.486
H -3.125 -0.060 0.475
H 3.412 -0.665 0.708



(4)
14
Properties=species:S:1:pos:R:3 method="wB97M-V/def2-TZVPD" charge=+1 lumo_energy_ev=-4.74
N -0.871 1.127 -0.009
N -0.472 -1.270 -0.137
C 0.881 -1.469 0.139
C -1.198 -0.128 -0.744
C 0.400 1.612 0.377
C -1.689 -1.498 -0.055
C -2.071 0.950 0.133
H 1.409 -0.797 -0.608
H -1.068 -0.122 -1.890
H 0.498 2.704 0.288
H 1.119 -1.181 1.188
H 0.651 1.366 1.494
H 1.295 1.252 -0.136
H 1.117 -2.547 -0.041



(5)
16
Properties=species:S:1:pos:R:3 method="wB97M-V/def2-TZVPD" charge=-1 smiles=N#C[C@]1([O-])CCCN1O lumo_energy_ev=3.99
O 1.778 1.510 -0.777
O 0.331 1.981 1.191
N -1.426 1.187 -2.044
N 0.465 0.592 0.922
C -0.530 0.965 -1.345
C -0.762 -0.195 1.167
C 0.683 0.536 -0.591
C 0.781 -1.011 -0.590
C -0.541 -1.366 0.118
H -1.397 -1.149 -0.540
H -0.729 -0.786 2.105
H -1.588 0.413 0.814
H 1.703 -1.244 0.035
H 0.929 2.361 0.534
H 0.747 -1.434 -1.670
H -0.444 -2.360 0.671



(6)
16
Properties=species:S:1:pos:R:3 method="wB97M-V/def2-TZVPD" charge=+1 multiplicity=3 lumo_energy_ev="-3.63 / -8.05"
O -1.247 -2.047 -0.235
O -2.494 -0.192 0.204
N -0.505 0.173 -0.322
N -1.016 1.372 -0.091
C 0.945 0.052 -0.704
C -2.237 1.144 0.263
C -1.435 -0.759 -0.106
C 1.917 0.930 0.075
C 1.818 -0.552 0.347
H -2.836 1.792 0.761
H 1.224 -0.791 1.185
H 2.675 -1.259 0.109
H 1.055 -0.178 -1.790
H 1.450 1.556 0.864
H -1.996 -2.604 -0.095
H 2.682 1.362 -0.464



(7)
16
Properties=species:S:1:pos:R:3 method="wB97M-V/def2-TZVPD" charge=-1 lumo_energy_ev=3.59
S 4.722 -0.260 0.026
O -1.080 2.369 -0.074
N 2.140 1.029 -0.015
N -0.707 1.165 -0.007
C 0.626 -0.940 0.117
C -1.469 0.117 0.084
C -0.712 -1.095 0.145
C -2.971 0.157 0.131
C 1.129 0.393 0.030
H 3.418 0.411 0.052
H 1.343 -1.746 0.156
H -3.345 -0.330 1.033
H -3.406 -0.344 -0.737
H -1.209 -2.053 0.209
H 4.804 -0.070 -1.281
H -3.284 1.200 0.131



(8)
15
Properties=species:S:1:pos:R:3 method="wB97M-V/def2-TZVPD" lumo_energy_ev=0.44
N 1.647 0.563 -0.721
N -0.500 0.749 -1.345
N -1.753 0.950 -1.253
C 0.326 0.210 -0.302
C -2.645 0.573 0.003
C 2.399 -0.264 0.098
C 0.360 -0.651 0.760
C 1.693 -1.067 0.928
H -2.415 1.355 0.777
H -0.527 -1.342 1.179
H -2.369 -0.471 0.407
H 3.446 -0.341 0.105
H -3.717 0.840 -0.459
H 2.111 -1.917 1.476
H 1.943 0.813 -1.653



(9)
15
Properties=species:S:1:pos:R:3 method="wB97M-V/def2-TZVPD" lumo_energy_ev=0.53
N -0.015 1.575 -0.077
N -1.107 1.064 0.257
N 2.245 0.150 0.010
C 0.284 -0.624 -0.286
C -1.147 -0.314 -0.035
C 0.818 0.709 -0.160
C 1.770 -1.156 0.071
C -2.463 -1.022 0.040
H -3.339 -0.516 -0.356
H -2.040 1.623 -0.509
H -2.191 -2.010 -0.294
H 2.993 0.051 0.809
H 1.922 -1.484 1.001
H -2.721 -0.832 1.070
H 1.945 -1.921 -0.832



(10)
15
Properties=species:S:1:pos:R:3 method="wB97M-V/def2-TZVPD" smiles="[H]/N=C/N(N)/C=C/C#C" lumo_energy_ev=0.79
N -1.695 1.613 -0.011
N -1.378 -1.951 -0.030
N -0.996 0.373 -0.080
C 2.559 -0.454 -0.049
C 3.617 0.143 0.020
C -1.799 -0.750 0.003
C 0.359 0.304 -0.057
C 1.156 -0.786 -0.015
H -2.865 -0.373 0.134
H -1.495 2.022 0.887
H -1.496 2.281 -0.753
H 0.902 1.310 -0.063
H 0.744 -1.762 0.008
H -2.194 -2.561 -0.016
H 4.581 0.591 0.022



Across the entries above, largest force on an atom takes the values 4.84 3.16 3.96 4.27 4.72 9.48 1.84 4.50 10.72 2.73 eV/A, respectively.
Across the entries above, relative energy (zero: lowest compared OMol25 entry of this formula, charge and spin) takes the values 5.646 6.563 4.576 8.856 4.595 1.649 0.990 4.232 8.346 4.430 eV, respectively.